H3O5PSi as an isolated structure. Source: the Open Molecules 2025 dataset; level of theory: ωB97M-V/def2-TZVPD.

Positions of all 10 atoms, in Å:
O  3.8642  -0.4700  1.5922
O  4.7111  0.9844  -0.3244
O  3.6844  -1.2688  -0.9347
O  1.5886  -1.2080  0.4728
O  3.2615  1.3075  -0.3128
Si  0.6210  -0.2511  -0.1548
P  3.5046  -0.2753  0.1808
H  0.3279  1.2978  0.3150
H  -0.6480  -0.9859  -0.0081
H  0.5207  -0.1633  -1.6006

Properties
Energy above the lowest of the compared OMol25 structures with the same formula, charge and spin ... 0.0 kJ/mol
HOMO level ... -0.160 eV
Net charge ... -2
Max |F| ... 0.098 hartree/bohr